# 1
Here is C5H11NO in the gas phase from the OMol25 dataset. Energies are from wB97M-V/def2-TZVPD.

```
18
Properties=species:S:1:pos:R:3:forces:R:3:lowdin_charge:R:1
C -1.3154 -2.1197 1.3482 0.1 0.8 0.0 -0.01
C -0.5741 -1.3025 0.6026 -0.1 -1.0 0.4 -0.19
C 0.5216 -0.4398 1.1827 0.0 0.3 -0.4 -0.20
C 1.4237 0.2031 0.1322 0.0 0.6 -0.4 -0.24
N 0.8502 1.3358 -0.5894 -0.1 0.3 0.2 -0.06
C -0.0721 1.1505 -1.6991 0.2 -0.2 0.3 -0.31
O -0.7485 2.3627 -1.9287 -0.1 0.1 -0.1 -0.04
H -1.9806 -2.8503 0.9114 -0.2 0.1 0.1 0.05
H -1.2849 -1.9892 2.4265 0.0 -0.5 0.0 0.06
H -0.7009 -1.3968 -0.4706 0.4 0.2 -0.1 0.08
H 1.1618 -1.0096 1.8659 -0.3 -0.2 -0.1 0.11
H 0.1012 0.3764 1.7805 -0.1 0.0 0.0 0.11
H 1.7907 -0.4911 -0.6276 0.0 -0.3 0.2 0.12
H 2.2987 0.6055 0.6454 0.1 -0.1 0.0 0.11
H 0.4465 2.0046 0.0545 0.0 0.0 0.0 0.10
H 0.5060 0.8999 -2.5859 0.0 0.0 -0.2 0.12
H -0.8108 0.3614 -1.5390 -0.1 -0.1 0.0 0.10
H -1.6130 2.2989 -1.5096 0.1 0.1 -0.1 0.09
```
Forces are in eV/Å.

## Properties
- DFT total energy: -327.05029 Ha
- SMILES: C=CCCNCO
- E_HOMO: -8.64 eV
- Spin multiplicity: 1



# 2
Here is C3H4N2O in the gas phase from the OMol25 dataset. Energies are from wB97M-V/def2-TZVPD.

```
10
Properties=species:S:1:pos:R:3:forces:R:3:lowdin_charge:R:1
O 2.4254 -0.2912 -0.0209 -0.7 -0.2 -0.1 0.08
C 1.0831 -0.3968 -0.0757 -1.6 1.1 0.2 -0.49
C 0.2132 -1.3835 -0.2090 -1.0 0.8 0.3 0.28
N -1.6387 -0.1596 0.0186 1.3 0.0 -0.1 0.09
C -0.8588 0.8803 0.1250 0.6 0.4 0.0 -0.38
N 0.4539 0.8435 0.0842 0.5 -0.4 0.0 0.06
H 2.4966 0.6723 0.1546 0.3 -0.4 -0.1 0.12
H -0.3412 -2.2591 -0.4214 0.2 -0.4 -0.1 0.05
H -2.6515 0.0680 0.0903 1.0 -0.8 -0.2 0.08
H -1.1833 1.9108 0.2607 -0.6 -0.1 0.0 0.12
```
Forces are in eV/Å.

## Properties
- DFT total energy: -301.32476 Ha
- E_HOMO: -8.92 eV
- Spin multiplicity: 1



# 3
Here is C2HClN2 in the gas phase from the OMol25 dataset. Energies are from wB97M-V/def2-TZVPD.

```
6
Properties=species:S:1:pos:R:3:forces:R:3:lowdin_charge:R:1
H 0.6056 0.2663 0.0605 -0.2 0.2 -0.1 0.03
N -0.0402 -0.5247 0.0251 -6.6 2.0 -0.7 0.10
C -1.3550 -0.0289 -0.0770 6.9 -2.1 1.5 -0.76
Cl -1.7819 1.6267 -0.0057 0.1 0.2 -0.2 0.71
C -2.4838 -0.8948 0.0235 0.3 0.2 -0.6 -0.27
N -3.5010 -1.4145 -0.0016 -0.5 -0.6 0.2 0.19
```
Forces are in eV/Å.

## Properties
- DFT total energy: -646.45638 Ha
- SMILES: [H]/N=C(\Cl)C#N
- E_HOMO: -11.26 eV
- Spin multiplicity: 1



ΔE to the lowest compared entry with this formula, charge and spin for every record listed, in sequence, given in kcal per mole: 50.9 102.0 16.5.
Orbital gap for every record listed, in sequence, given in eV: 9.5 8.3 10.1.
Maximum force for every record listed, in sequence, given in eV/A: 1.1 1.9 7.4.